This record from the Open Molecules 2025 dataset describes C42H50N11NaO8PS as an isolated structure. The level of theory is ωB97M-V/def2-TZVPD.

Values from the calculation:
HOMO in eV: -3.8
LUMO energy in eV: 1.785
Net charge: -1
Strongest force on any atom in eV/A: 1.595
Energy above the lowest of the compared OMol25 structures with the same formula, charge and spin in eV: 0.4041
Frontier orbital gap in eV: 5.62
Energy in hartree: -3736.80608

CARTESIAN COORDINATES (ANGSTROEM)
Na  1.19  1.07  1.17
O  1.43  1.19  4.64
C  2.11  1.40  3.62
O  1.93  2.28  2.73
C  3.31  0.43  3.41
C  4.11  0.71  2.14
C  5.45  -0.04  2.15
C  4.98  -1.49  1.87
C  3.47  -1.30  1.75
O  3.36  -0.01  1.14
C  2.87  -1.05  3.17
C  1.38  -1.27  3.07
O  0.97  -2.36  3.71
O  0.65  -0.58  2.39
H  3.93  0.51  4.31
H  4.15  1.76  1.87
H  6.10  0.32  1.35
H  5.97  0.07  3.10
H  5.38  -1.88  0.94
H  5.24  -2.19  2.67
H  2.94  -2.03  1.14
H  3.28  -1.74  3.91
C  -2.07  5.66  -1.32
N  -1.31  4.82  -0.42
C  -1.36  4.86  0.96
C  -0.43  3.97  1.40
N  0.18  3.38  0.33
C  -0.34  3.92  -0.75
P  0.32  3.68  -2.43
C  -0.29  2.04  -2.87
N  -0.25  0.95  -2.13
C  -0.66  -0.07  -2.94
C  -0.96  0.41  -4.18
N  -0.72  1.76  -4.14
C  -0.94  2.68  -5.23
C  2.03  3.24  -1.97
N  2.62  2.09  -2.17
C  3.87  2.21  -1.63
C  4.04  3.46  -1.12
N  2.87  4.14  -1.35
C  2.56  5.48  -0.92
H  -3.00  5.95  -0.84
H  -1.51  6.55  -1.60
H  -2.31  5.10  -2.23
H  -2.06  5.50  1.47
H  -0.16  3.70  2.41
H  -0.65  -1.09  -2.59
H  -1.29  -0.08  -5.09
H  -1.06  2.12  -6.15
H  -1.83  3.28  -5.07
H  -0.09  3.35  -5.34
H  4.56  1.38  -1.64
H  4.87  3.93  -0.61
H  3.50  6.00  -0.71
H  2.03  6.02  -1.70
H  1.96  5.47  -0.01
C  -4.11  -4.11  -1.28
C  -4.39  -2.64  -1.10
C  -4.90  -2.14  0.09
C  -5.14  -0.78  0.28
C  -4.87  0.11  -0.75
N  -5.11  1.50  -0.68
C  -5.68  2.24  0.34
O  -6.47  3.14  0.10
N  -5.34  1.89  1.63
C  -4.06  1.60  2.17
C  -3.98  1.42  3.55
C  -2.74  1.26  4.14
C  -1.61  1.29  3.34
N  -1.69  1.42  2.02
C  -2.88  1.55  1.44
C  -4.35  -0.38  -1.95
C  -4.12  -1.73  -2.12
H  -4.20  -4.64  -0.33
H  -3.10  -4.27  -1.66
H  -4.81  -4.56  -1.98
H  -5.11  -2.82  0.91
H  -5.53  -0.43  1.22
H  -5.30  1.94  -1.57
H  -5.94  2.39  2.27
H  -4.89  1.43  4.15
H  -2.65  1.14  5.21
H  -0.61  1.22  3.77
H  -2.88  1.64  0.36
H  -4.09  0.31  -2.74
H  -3.69  -2.08  -3.05
N  -1.44  -3.49  2.91
C  -2.10  -2.46  2.08
C  -1.46  -2.44  0.71
N  -1.75  -1.20  -0.02
H  0.01  -2.55  3.50
H  -1.42  -4.37  2.41
H  -1.93  -3.64  3.77
H  -1.93  -1.49  2.54
H  -3.19  -2.61  2.01
H  -1.76  -3.33  0.13
H  -0.38  -2.51  0.83
H  -2.41  -1.36  -0.77
H  -0.89  -0.85  -0.42
O  5.77  -7.41  -1.94
C  5.39  -6.46  -2.84
O  5.87  -6.51  -3.95
C  4.42  -5.45  -2.39
C  3.77  -5.47  -1.14
C  2.87  -4.50  -0.78
C  2.54  -3.42  -1.64
S  1.42  -2.20  -1.19
C  3.21  -3.41  -2.89
C  4.11  -4.39  -3.25
H  5.35  -7.22  -1.09
H  3.95  -6.27  -0.43
H  2.38  -4.55  0.18
H  2.99  -2.59  -3.57
H  4.60  -4.36  -4.21

=====

This record from the Open Molecules 2025 dataset describes C42H50N6O8P2V as an isolated structure. The level of theory is ωB97M-V/def2-TZVPD.

Values from the calculation:
HOMO (alpha / beta) in eV: -1.8 / -2.1
LUMO energy (alpha / beta) in eV: 3.802 / 3.802
Net charge: -2
Strongest force on any atom in eV/A: 0.531
Energy above the lowest of the compared OMol25 structures with the same formula, charge and spin in eV: 0.0000
Frontier orbital gap (alpha / beta) in eV: 5.64 / 5.92
Energy in hartree: -4187.89387
Multiplicity: 4

CARTESIAN COORDINATES (ANGSTROEM)
V  0.54  -0.72  -0.44
C  -1.71  -3.82  -0.46
C  -2.62  -2.67  -0.01
C  -3.86  -3.22  0.69
P  -1.56  -1.41  0.85
C  -1.69  -1.64  2.68
C  -3.03  -1.34  3.34
C  -1.16  -3.03  3.08
C  -2.38  0.20  0.58
C  -3.74  0.35  0.32
C  -4.31  1.58  0.03
C  -5.77  1.71  -0.31
C  -3.46  2.68  -0.02
C  -2.10  2.56  0.21
C  -1.52  1.32  0.53
N  -0.16  1.08  0.69
C  0.69  1.95  1.29
C  0.30  3.16  1.93
C  1.21  4.03  2.49
C  2.59  3.76  2.49
C  3.58  4.72  3.10
C  2.98  2.54  1.97
C  2.09  1.63  1.40
P  2.54  -0.09  1.01
C  2.99  -0.83  2.64
C  1.72  -0.91  3.48
C  4.11  -0.17  3.43
C  4.11  -0.18  -0.01
C  4.77  -1.55  0.21
C  5.14  0.94  0.08
H  -2.27  -4.54  -1.06
H  -1.29  -4.35  0.40
H  -0.87  -3.46  -1.05
H  -2.94  -2.13  -0.91
H  -3.58  -3.85  1.54
H  -4.41  -3.86  -0.01
H  -4.53  -2.45  1.05
H  -0.97  -0.89  3.03
H  -3.77  -2.11  3.14
H  -3.43  -0.38  3.01
H  -2.90  -1.29  4.43
H  -1.89  -3.80  2.84
H  -0.98  -3.06  4.16
H  -0.23  -3.28  2.57
H  -4.38  -0.52  0.32
H  -6.31  0.79  -0.06
H  -5.90  1.87  -1.38
H  -6.24  2.54  0.22
H  -3.86  3.66  -0.28
H  -1.47  3.43  0.08
H  -0.75  3.41  2.00
H  0.85  4.94  2.95
H  3.35  5.75  2.84
H  4.59  4.50  2.76
H  3.58  4.66  4.20
H  4.02  2.28  2.02
H  3.26  -1.85  2.39
H  1.29  0.09  3.65
H  1.93  -1.36  4.45
H  0.99  -1.53  2.97
H  3.82  0.82  3.79
H  5.03  -0.06  2.86
H  4.34  -0.78  4.31
H  3.72  -0.22  -1.03
H  5.27  -1.60  1.19
H  5.53  -1.71  -0.56
H  4.06  -2.36  0.15
H  5.63  0.96  1.06
H  4.71  1.92  -0.09
H  5.92  0.77  -0.67
O  3.20  -6.66  -1.72
C  2.73  -5.63  -1.28
C  2.35  -4.40  -2.04
O  2.39  -4.25  -3.26
C  1.90  -3.43  -1.07
C  1.88  -3.97  0.26
O  1.52  -3.38  1.29
C  2.41  -5.36  0.18
O  2.58  -6.14  1.10
O  1.53  -2.24  -1.40
O  -4.19  2.89  -4.79
C  -3.72  3.59  -3.67
N  -2.43  3.12  -3.21
C  -1.30  3.85  -3.27
O  -1.25  4.99  -3.73
C  -0.05  3.19  -2.76
C  1.11  3.96  -2.69
C  2.28  3.36  -2.26
C  2.25  2.02  -1.91
N  1.15  1.27  -1.95
C  0.02  1.86  -2.37
H  -4.31  1.97  -4.49
H  -4.42  3.50  -2.84
H  -3.60  4.63  -3.94
H  -2.43  2.21  -2.75
H  1.06  5.00  -2.99
H  3.20  3.92  -2.18
H  3.15  1.53  -1.59
H  -0.84  1.21  -2.39
N  -0.25  -2.37  -3.45
C  -1.17  -1.50  -3.02
O  -1.00  -0.83  -1.96
C  -2.38  -1.34  -3.78
C  -3.31  -0.35  -3.44
N  -4.08  0.49  -3.20
C  -2.63  -2.12  -4.93
N  -2.81  -2.76  -5.88
H  -0.39  -2.89  -4.29
H  0.60  -2.50  -2.90

=====

This record from the Open Molecules 2025 dataset describes a 3-piece molecular cluster, C42H51BrClF3N4O3P overall. The level of theory is ωB97M-V/def2-TZVPD.

Values from the calculation:
HOMO in eV: -10.6
LUMO energy in eV: -3.998
Net charge: +1
Strongest force on any atom in eV/A: 8.725
Energy above the lowest of the compared OMol25 structures with the same formula, charge and spin in eV: 22.3970
Frontier orbital gap in eV: 6.59
Energy in hartree: -5749.60828

CARTESIAN COORDINATES (ANGSTROEM)
C  3.22  1.71  4.08
C  2.19  0.61  3.92
C  2.48  -0.47  2.72
N  1.24  -1.10  2.11
Br  0.98  -2.94  2.34
C  0.37  -0.31  1.41
N  0.51  1.20  1.12
C  -0.06  1.56  -0.27
C  -1.06  2.80  0.13
C  -1.97  3.37  -1.13
C  -3.12  4.35  -0.42
O  -4.41  4.12  -0.80
N  -2.74  5.44  0.57
C  -3.55  5.39  1.84
C  -4.54  6.70  2.16
C  -5.45  6.73  3.55
C  -5.44  5.51  4.68
C  -4.45  4.23  4.38
C  -3.55  4.20  2.97
C  0.99  2.32  -1.31
C  2.58  2.19  -0.81
C  3.52  2.20  -2.19
F  2.99  3.29  0.10
C  -0.65  0.09  -0.65
C  -1.62  -0.14  -1.94
C  -3.23  -0.13  -1.66
O  -3.90  -0.49  -2.92
C  -5.37  -0.52  -2.78
C  -5.95  -1.77  -1.89
P  0.95  -0.87  -1.22
O  0.53  -2.58  -0.98
Cl  1.28  -0.71  -3.30
N  -0.92  -0.68  0.66
C  -2.05  -0.17  1.52
C  -3.16  -1.30  1.97
C  -2.54  -2.69  2.57
C  -2.36  -3.94  1.48
C  -1.71  -5.35  2.02
C  -1.28  -5.44  3.60
C  -1.48  -4.20  4.69
C  -2.13  -2.79  4.16
H  3.78  1.85  5.11
H  3.55  2.43  3.20
H  1.26  0.54  4.67
H  3.23  -1.32  3.03
H  2.99  0.15  1.84
H  0.20  1.82  1.91
H  -0.36  3.72  0.44
H  -1.72  2.60  1.10
H  -1.27  4.02  -1.85
H  -2.44  2.54  -1.80
H  -1.71  5.47  0.75
H  -4.62  7.65  1.45
H  -6.17  7.64  3.82
H  -6.10  5.52  5.67
H  -4.38  3.34  5.14
H  -2.86  3.26  2.84
H  0.86  1.95  -2.44
H  0.80  3.49  -1.38
H  2.77  1.16  -0.23
H  4.45  1.48  -2.09
H  3.84  3.34  -2.33
H  2.93  1.88  -3.15
H  -1.39  0.74  -2.71
H  -1.39  -1.19  -2.47
H  -3.44  -1.04  -0.91
H  -3.64  0.82  -1.13
H  -5.81  -0.66  -3.88
H  -5.83  0.50  -2.38
H  -5.04  -2.52  -1.72
H  -6.81  -2.39  -2.41
H  -6.24  -1.35  -0.83
H  -0.34  -2.80  -1.43
H  -1.70  0.36  2.52
H  -2.68  0.67  0.95
H  -3.94  -1.58  1.14
H  -3.79  -0.81  2.85
H  -2.67  -3.74  0.35
H  -1.56  -6.21  1.21
H  -0.78  -6.46  3.96
H  -1.15  -4.36  5.82
H  -2.31  -1.85  4.84
F  1.56  -6.72  -1.18
C  1.43  -6.49  -2.49
C  1.17  -5.19  -2.94
C  1.03  -4.95  -4.30
C  1.15  -6.00  -5.21
C  1.41  -7.30  -4.76
C  1.55  -7.54  -3.39
H  1.07  -4.39  -2.21
H  0.84  -3.94  -4.66
H  1.04  -5.81  -6.28
H  1.49  -8.12  -5.47
H  1.76  -8.54  -3.02
F  6.22  0.57  -3.11
C  7.30  0.91  -2.40
C  7.98  2.08  -2.69
C  9.11  2.43  -1.94
C  9.55  1.59  -0.92
C  8.86  0.41  -0.63
C  7.73  0.07  -1.37
H  7.63  2.72  -3.50
H  9.64  3.36  -2.16
H  10.43  1.86  -0.34
H  9.21  -0.24  0.16
H  7.18  -0.84  -1.16

=====

This record from the Open Molecules 2025 dataset describes C42H52CdO5P2 as an isolated structure. The level of theory is ωB97M-V/def2-TZVPD.

Values from the calculation:
HOMO in eV: -7.7
LUMO energy in eV: 0.540
Strongest force on any atom in eV/A: 0.520
Energy above the lowest of the compared OMol25 structures with the same formula, charge and spin in eV: 0.0000
Frontier orbital gap in eV: 8.23
Energy in hartree: -2858.30680

CARTESIAN COORDINATES (ANGSTROEM)
Cd  0.13  0.49  0.47
C  -1.41  -1.31  4.04
C  -0.12  -1.69  3.36
C  1.06  -0.97  3.57
C  1.19  0.07  4.66
C  2.21  -1.31  2.84
C  3.45  -0.45  2.96
C  2.23  -2.45  2.04
C  3.53  -2.90  1.42
C  1.06  -3.21  1.88
C  1.09  -4.46  1.04
C  -0.11  -2.81  2.52
C  -1.39  -3.61  2.39
H  -1.68  -2.02  4.83
H  -2.24  -1.31  3.33
H  -1.39  -0.31  4.47
H  2.08  -0.14  5.26
H  0.34  0.07  5.33
H  1.31  1.09  4.28
H  4.16  -0.86  3.69
H  3.21  0.56  3.27
H  3.97  -0.38  2.01
H  3.64  -2.55  0.39
H  3.61  -3.99  1.41
H  4.39  -2.53  1.98
H  1.25  -5.35  1.65
H  1.88  -4.43  0.30
H  0.16  -4.60  0.49
H  -1.84  -3.79  3.37
H  -1.23  -4.58  1.93
H  -2.13  -3.07  1.79
C  -4.15  2.94  -5.03
C  -4.33  1.57  -4.91
C  -3.76  0.88  -3.84
C  -3.00  1.55  -2.89
C  -2.82  2.93  -3.03
C  -3.40  3.62  -4.08
P  -2.15  0.77  -1.47
C  -2.51  -1.01  -1.67
C  -1.99  -1.66  -2.79
C  -2.14  -3.03  -2.95
C  -2.80  -3.78  -1.98
C  -3.29  -3.14  -0.85
C  -3.15  -1.77  -0.70
C  -3.27  1.24  -0.09
C  -4.62  1.31  -0.33
C  -5.54  1.67  0.66
C  -5.08  2.00  1.91
C  -3.70  1.96  2.20
C  -3.27  2.38  3.49
C  -1.94  2.43  3.78
C  -1.01  2.00  2.81
C  -1.36  1.54  1.57
C  -2.75  1.55  1.22
H  -4.60  3.47  -5.86
H  -4.92  1.03  -5.64
H  -3.92  -0.19  -3.75
H  -2.23  3.47  -2.30
H  -3.26  4.69  -4.17
H  -1.44  -1.09  -3.53
H  -1.73  -3.51  -3.83
H  -2.91  -4.84  -2.10
H  -3.79  -3.72  -0.08
H  -3.55  -1.29  0.19
H  -4.99  1.08  -1.32
H  -6.60  1.72  0.43
H  -5.77  2.30  2.69
H  -4.01  2.68  4.21
H  -1.60  2.77  4.75
H  0.04  2.06  3.08
C  0.94  -2.02  -1.27
O  0.51  -0.71  -1.16
H  1.05  -2.29  -2.34
H  0.22  -2.73  -0.84
H  1.92  -2.20  -0.81
O  0.14  4.57  0.39
C  -0.76  4.06  -0.04
C  5.96  -0.26  -2.27
C  5.73  0.01  -0.80
O  4.70  0.99  -0.57
P  3.18  0.55  -0.97
O  3.03  1.52  -2.26
C  1.84  1.44  -3.08
C  2.23  1.17  -4.51
O  2.39  1.44  0.21
C  2.94  2.63  0.82
C  3.24  3.74  -0.16
H  6.79  -0.95  -2.39
H  6.18  0.66  -2.80
H  5.08  -0.71  -2.73
H  6.63  0.44  -0.35
H  5.49  -0.91  -0.25
H  1.33  2.41  -2.98
H  1.17  0.67  -2.69
H  2.88  1.96  -4.89
H  1.34  1.13  -5.14
H  2.75  0.22  -4.59
H  3.84  2.35  1.36
H  2.18  2.95  1.54
H  4.05  3.47  -0.83
H  3.53  4.63  0.40
H  2.37  3.99  -0.76